Record 1
Here is a gas-phase ion, C9H12NSe (charge +1) in a non-equilibrium geometry from the Open Molecules 2025 dataset. Energies are from ωB97M-V/def2-TZVPD.

Properties
multiplicity = 1
net charge = +1
Kohn-Sham gap (spin up / spin down) = 7.37 / 7.37 eV
HOMO energy (spin up / spin down) = -12.80 / -12.80 eV

Geometry (Å):
1 C -3.869 0.436 0.280
2 C -3.431 -0.586 -0.583
3 C -3.056 1.440 0.767
4 C -2.068 -0.700 -0.861
5 C -1.660 1.232 0.682
6 C -1.210 0.185 -0.121
7 C 3.647 -0.478 0.404
8 C 3.154 0.409 -0.749
9 C 0.141 0.211 -0.521
10 N 2.383 -1.231 0.778
11 Se 1.422 1.398 -0.086
12 H -4.944 0.321 0.326
13 H -4.267 -1.261 -0.932
14 H -3.638 2.177 1.325
15 H -1.489 -1.247 -1.497
16 H -0.824 1.919 1.047
17 H 4.294 -1.273 0.157
18 H 3.941 0.144 1.309
19 H 3.778 1.227 -1.034
20 H 2.627 -0.314 -1.558
21 H 0.500 -0.481 -1.306
22 H 2.183 -2.141 0.412
23 H 2.387 -1.387 1.758

Record 2
Here is a molecular structure, C35H41ClF3LiN4OSi2 from the Open Molecules 2025 dataset. Energies are from ωB97M-V/def2-TZVPD.

Properties
multiplicity = 1
net charge = -2
Kohn-Sham gap = 4.80 eV
HOMO energy = -0.63 eV

Geometry (Å):
1 Li -1.009 0.376 -0.759
2 C 1.199 1.798 1.309
3 Si 2.066 0.292 0.525
4 C 2.116 -0.907 2.013
5 C 3.883 0.887 0.424
6 C 1.239 -0.433 -0.932
7 C 1.248 -1.880 -0.937
8 C 2.391 -2.652 -0.534
9 C 2.374 -4.023 -0.502
10 C 1.231 -4.707 -0.926
11 C 0.189 -3.916 -1.384
12 N 0.171 -2.590 -1.388
13 Si 1.292 0.369 -2.778
14 C 3.156 -0.163 -2.998
15 C 1.479 1.644 -4.311
16 C 0.114 -0.791 -3.734
17 H 1.430 1.829 2.380
18 H 0.112 1.747 1.196
19 H 1.526 2.743 0.875
20 H 2.316 -0.339 2.928
21 H 2.873 -1.687 1.929
22 H 1.146 -1.397 2.118
23 H 4.243 1.167 1.421
24 H 3.981 1.767 -0.221
25 H 4.544 0.112 0.026
26 H 3.300 -2.120 -0.280
27 H 3.255 -4.572 -0.179
28 H 1.164 -5.788 -0.927
29 H -0.717 -4.396 -1.759
30 H 3.754 0.277 -2.194
31 H 3.598 0.140 -3.954
32 H 3.252 -1.250 -2.893
33 H 2.151 2.482 -4.080
34 H 0.509 2.070 -4.595
35 H 1.890 1.111 -5.180
36 H 0.482 -1.818 -3.730
37 H 0.022 -0.456 -4.771
38 H -0.883 -0.826 -3.286
39 C -2.574 0.173 4.722
40 C -2.460 -1.173 4.059
41 C -1.230 -1.792 3.885
42 C -1.116 -2.991 3.200
43 C -2.242 -3.611 2.682
44 N -2.055 -4.810 1.956
45 C -2.864 -5.473 1.072
46 O -2.796 -6.689 0.950
47 N -3.783 -4.763 0.330
48 C -3.785 -3.440 -0.176
49 C -4.959 -2.977 -0.753
50 C -5.000 -1.695 -1.266
51 C -3.864 -0.908 -1.174
52 N -2.730 -1.353 -0.648
53 C -2.682 -2.586 -0.162
54 C -3.490 -3.031 2.888
55 C -3.585 -1.819 3.554
56 H -1.600 0.522 5.064
57 H -3.248 0.135 5.582
58 H -2.966 0.904 4.015
59 H -0.331 -1.306 4.246
60 H -0.137 -3.420 3.017
61 H -1.259 -5.367 2.221
62 H -4.405 -5.396 -0.147
63 H -5.833 -3.622 -0.788
64 H -5.905 -1.303 -1.711
65 H -3.852 0.117 -1.521
66 H -1.726 -2.906 0.223
67 H -4.383 -3.505 2.505
68 H -4.557 -1.349 3.652
69 Cl -3.825 1.355 1.188
70 C -2.507 1.849 -0.077
71 H -2.036 2.705 0.424
72 H -3.125 2.304 -0.865
73 F 2.434 8.903 0.489
74 C 3.306 7.963 0.067
75 F 4.014 8.530 -0.942
76 F 4.198 7.796 1.076
77 C 2.646 6.691 -0.339
78 C 1.279 6.504 -0.189
79 C 0.691 5.313 -0.578
80 C 1.457 4.280 -1.130
81 C 2.844 4.480 -1.261
82 C 3.427 5.668 -0.875
83 C 0.884 3.055 -1.553
84 C 0.407 1.993 -1.939
85 H 0.672 7.293 0.236
86 H -0.373 5.162 -0.453
87 H 3.442 3.681 -1.680
88 H 4.495 5.810 -0.987

Record 3
Here is 3 unconnected molecules or ions with the total composition C13H33N4O7S in a non-equilibrium geometry from the Open Molecules 2025 dataset. Energies are from ωB97M-V/def2-TZVPD.

Properties
multiplicity = 1
net charge = +1
Kohn-Sham gap = 7.29 eV
HOMO energy = -10.74 eV

Geometry (Å):
1 N -1.280 -2.363 2.965
2 C -0.376 -1.975 4.062
3 C -0.754 -0.659 4.657
4 N -0.598 0.474 3.668
5 C -1.010 1.615 4.242
6 N -0.230 2.666 4.319
7 C -0.594 3.945 4.891
8 S 0.283 4.081 6.481
9 O 0.082 5.362 7.024
10 O 1.599 3.619 6.257
11 N -2.275 1.640 4.713
12 C -2.857 0.285 4.615
13 O -2.025 -0.643 5.239
14 H -1.229 -3.374 2.921
15 H -0.830 -2.044 2.113
16 H -0.289 -2.744 4.813
17 H 0.639 -1.863 3.666
18 H -0.038 -0.461 5.461
19 H 0.398 0.574 3.494
20 H 0.718 2.592 3.973
21 H -0.249 4.739 4.242
22 H -1.650 4.044 5.102
23 H -0.364 3.147 7.242
24 H -2.280 1.883 5.701
25 H -3.797 0.284 5.140
26 H -3.041 0.050 3.575
27 C 0.089 -0.884 -1.598
28 O -1.059 -1.326 -0.887
29 C -2.090 -0.349 -0.861
30 C -3.181 -0.662 -1.861
31 O -2.709 -0.552 -3.191
32 C -2.428 -1.807 -3.794
33 H 0.738 -1.742 -1.756
34 H -0.177 -0.464 -2.569
35 H 0.634 -0.134 -1.013
36 H -1.681 0.650 -1.040
37 H -2.520 -0.361 0.148
38 H -3.988 0.068 -1.742
39 H -3.596 -1.657 -1.675
40 H -3.361 -2.327 -4.032
41 H -1.812 -2.436 -3.147
42 H -1.886 -1.616 -4.718
43 C 4.772 0.365 -6.157
44 O 4.055 -0.772 -6.603
45 C 3.931 -1.781 -5.614
46 C 2.558 -1.773 -4.979
47 O 2.336 -0.591 -4.219
48 C 1.531 0.356 -4.901
49 H 4.639 1.152 -6.897
50 H 4.403 0.723 -5.193
51 H 5.840 0.135 -6.077
52 H 4.707 -1.673 -4.851
53 H 4.082 -2.743 -6.113
54 H 2.484 -2.619 -4.289
55 H 1.784 -1.891 -5.743
56 H 0.488 0.017 -4.927
57 H 1.884 0.525 -5.921
58 H 1.582 1.295 -4.351

Record 4
Here is 2 unconnected molecules or ions with the total composition C2H2O2S2 in a non-equilibrium geometry from the Open Molecules 2025 dataset. Energies are from ωB97M-V/def2-TZVPD.

Properties
multiplicity = 1
Kohn-Sham gap = 8.30 eV
HOMO energy = -8.96 eV

Geometry (Å):
1 C 0.986 0.051 0.538
2 C -1.045 -0.726 -0.063
3 O 2.817 1.630 0.096
4 O -1.542 0.261 -0.754
5 S -1.478 -2.199 0.237
6 S 1.747 0.939 -0.606
7 H 1.090 -0.185 1.615
8 H -2.577 0.229 -1.062

Record 5
Here is 3 unconnected molecules or ions with the total composition H7NO2 from the Open Molecules 2025 dataset. Energies are from ωB97M-V/def2-TZVPD.

Properties
SMILES string = N.O.O
multiplicity = 1
Kohn-Sham gap = 11.46 eV
HOMO energy = -10.81 eV

Geometry (Å):
1 N 1.322 -0.933 1.290
2 H 1.186 -1.879 1.636
3 H 1.864 -0.477 2.022
4 H 1.971 -1.030 0.513
5 O -0.747 0.931 0.714
6 H -0.077 0.233 0.912
7 H -0.516 1.678 1.279
8 O -0.676 0.017 -2.173
9 H -0.250 0.423 -1.420
10 H -1.591 0.233 -1.963

Record 6
Here is a molecular structure, C46H46BaClN7O5S2 in a non-equilibrium geometry from the Open Molecules 2025 dataset. Energies are from ωB97M-V/def2-TZVPD.

Properties
multiplicity = 1
Kohn-Sham gap = 7.56 eV
HOMO energy = -7.50 eV

Geometry (Å):
1 Ba -0.447 1.423 -0.858
2 C -0.811 -2.276 -2.896
3 C -0.443 -3.542 -2.119
4 C 0.675 -3.593 -1.098
5 C 0.810 -4.770 -0.355
6 C 1.907 -4.941 0.466
7 C 2.836 -3.917 0.555
8 C 2.601 -2.765 -0.174
9 N 1.547 -2.593 -0.996
10 N -1.765 -1.316 -2.282
11 C -2.921 -1.988 -1.703
12 C -2.726 -2.349 -0.240
13 C -3.109 -3.592 0.255
14 C -2.940 -3.869 1.601
15 C -2.413 -2.888 2.429
16 C -2.090 -1.665 1.861
17 N -2.231 -1.390 0.558
18 C -2.173 -0.381 -3.349
19 C -3.229 0.605 -2.894
20 C -4.309 0.901 -3.708
21 C -5.280 1.777 -3.252
22 C -5.154 2.313 -1.981
23 C -4.037 1.973 -1.241
24 N -3.082 1.148 -1.680
25 H -1.273 -2.653 -3.820
26 H 0.086 -1.718 -3.172
27 H -0.153 -4.271 -2.881
28 H -1.330 -3.962 -1.651
29 H 0.066 -5.556 -0.458
30 H 2.040 -5.861 1.026
31 H 3.719 -4.003 1.184
32 H 3.295 -1.933 -0.117
33 H -3.233 -2.863 -2.287
34 H -3.754 -1.287 -1.706
35 H -3.533 -4.333 -0.415
36 H -3.216 -4.840 2.000
37 H -2.263 -3.062 3.489
38 H -1.708 -0.853 2.483
39 H -2.570 -0.922 -4.217
40 H -1.279 0.162 -3.681
41 H -4.372 0.477 -4.701
42 H -6.118 2.041 -3.887
43 H -5.894 2.991 -1.575
44 H -3.890 2.378 -0.244
45 O 0.516 0.689 1.111
46 S 1.996 0.908 1.357
47 C 2.131 2.481 2.249
48 C 1.345 2.622 3.561
49 C -0.195 2.626 3.422
50 C -0.746 3.933 2.831
51 S -2.125 3.643 1.692
52 O -1.593 2.558 0.776
53 C -3.208 2.784 2.820
54 C -3.855 3.470 3.841
55 C -4.733 2.778 4.663
56 C -4.970 1.422 4.449
57 C -4.324 0.754 3.415
58 C -3.437 1.436 2.588
59 C 2.405 -0.174 2.724
60 C 1.513 -1.189 3.023
61 C 1.843 -2.119 4.003
62 C 3.066 -2.036 4.660
63 C 3.963 -1.019 4.338
64 C 3.638 -0.089 3.363
65 H 1.832 3.212 1.488
66 H 3.208 2.601 2.409
67 H 1.670 3.550 4.041
68 H 1.629 1.810 4.229
69 H -0.648 2.459 4.398
70 H -0.481 1.793 2.784
71 H -0.024 4.440 2.181
72 H -1.088 4.645 3.589
73 H -3.677 4.533 3.999
74 H -5.241 3.298 5.468
75 H -5.670 0.890 5.087
76 H -4.514 -0.301 3.241
77 H -2.929 0.934 1.765
78 H 0.576 -1.254 2.476
79 H 1.146 -2.917 4.237
80 H 3.333 -2.769 5.416
81 H 4.919 -0.954 4.847
82 H 4.351 0.692 3.104
83 C 4.880 -1.352 -4.562
84 C 5.298 -0.597 -3.325
85 C 6.314 -1.051 -2.499
86 C 6.630 -0.375 -1.328
87 Cl 7.864 -1.015 -0.266
88 C 5.956 0.776 -0.979
89 C 4.944 1.258 -1.808
90 C 4.613 0.570 -2.967
91 O 3.648 0.960 -3.843
92 C 2.736 2.015 -3.487
93 C 1.718 1.627 -2.394
94 O 1.883 2.111 -1.227
95 O 0.753 0.895 -2.746
96 H 5.442 -2.282 -4.658
97 H 5.034 -0.751 -5.463
98 H 3.811 -1.583 -4.516
99 H 6.849 -1.959 -2.756
100 H 6.209 1.301 -0.062
101 H 4.390 2.139 -1.511
102 H 2.175 2.199 -4.397
103 H 3.279 2.918 -3.206
104 N -1.106 3.431 -2.048
105 C -1.795 3.698 -2.967
106 N -2.589 4.125 -3.901
107 C -2.989 3.520 -5.009
108 N -3.405 3.046 -5.993

Quick rundown of energy, same order as above: -76354.4695, -81603.9726, -45133.8018, -27866.7748, -5698.9904, -104004.0675 eV